DFT (wB97M-V/def2-TZVPD) results for a 6-piece molecular cluster, C3H17NO6S2 overall.

The geometry in XYZ format:
```
29
Properties=species:S:1:pos:R:3:forces:R:3:lowdin_charge:R:1
S -1.47766 -0.15565 -2.55087 0.357 0.560 -0.610 0.34
S -1.84736 -0.22161 -0.56226 0.267 -0.292 0.805 0.43
C -1.74502 1.48269 0.08656 1.056 0.349 -1.675 -0.54
C -1.52466 1.48376 1.58224 -0.305 1.050 -0.090 -0.17
C -0.10524 1.29403 2.08460 0.552 -1.608 0.620 -0.52
N 0.88657 1.93113 1.45151 -0.497 1.354 -1.250 0.19
O 0.12788 0.56284 3.04523 -0.254 0.028 -0.027 0.01
H -0.15087 0.20240 -2.65790 -0.616 -0.290 0.417 -0.18
H -0.88221 1.92270 -0.44398 -0.267 -0.106 0.237 0.05
H -2.59849 2.03583 -0.28961 -0.338 0.114 0.492 0.07
H -2.23617 0.78227 2.02461 0.462 0.110 0.483 0.12
H -1.73760 2.50442 1.94974 -0.452 -0.333 -0.066 0.14
H 0.66166 2.61003 0.73818 -0.017 -0.194 -0.101 0.09
H 1.87663 1.88015 1.60718 -0.074 -0.525 0.753 0.13
H -0.65686 -2.55019 2.67631 -0.308 -0.536 0.175 0.04
H 0.02234 -1.22667 2.82274 0.549 -0.183 -0.095 0.02
O 0.20335 -2.15605 2.54461 -0.326 0.749 -0.044 -0.06
H 2.20331 -2.13889 0.04062 -0.483 0.177 -0.754 -0.01
H 3.38570 -2.10522 0.81478 0.730 0.409 -0.150 0.05
O 3.07018 -1.71058 -0.01267 -0.210 -0.730 1.021 -0.07
H 2.18135 2.13471 -2.11946 0.149 -0.232 -0.276 0.04
H 1.83022 1.32955 -0.87796 0.221 -0.707 -0.126 0.00
O 1.69166 2.17210 -1.30126 -0.456 0.992 0.396 -0.07
H 1.52028 -1.06626 -1.90993 -0.281 0.310 0.059 0.01
H 2.90688 -0.97538 -2.36583 0.107 0.490 0.019 0.05
O 2.11875 -0.41254 -2.30567 0.054 -0.909 -0.112 -0.08
H 0.05932 -2.25884 0.63455 0.909 0.162 -0.351 0.00
H -0.53484 -3.14227 -0.33701 0.153 -0.343 -0.793 0.04
O 0.27275 -2.62198 -0.26209 -0.680 0.134 1.043 -0.12
```
Forces are in eV/Å.

SMILES string ... NC(=O)CCSS.O.O.O.O.O
Total charge ... 0
Energy relative to the best compared isomer or geometry (same formula, charge and spin) ... 9.3 kcal per mole
Kohn-Sham gap ... 9.2 eV
Lowest unoccupied orbital energy ... 0.39 eV